Record 1
Entry from the Open Molecules 2025 dataset: C30H30N5O2RhS as an isolated structure (ωB97M-V with the def2-TZVPD basis set).

```
69
C30H30N5O2RhS (ωB97M-V with the def2-TZVPD basis set)
Rh -0.21 1.02 -0.33
C 2.65 -0.81 0.84
N 1.44 -0.98 0.05
C 1.68 -1.48 -1.31
C 0.38 -1.44 -2.04
N -0.59 -0.61 -1.73
C -1.65 -0.90 -2.61
C -2.93 -0.37 -2.70
C -3.76 -0.88 -3.68
C -3.33 -1.90 -4.55
C -2.07 -2.45 -4.45
C -1.24 -1.93 -3.46
N 0.05 -2.25 -3.06
C 2.29 -0.20 2.16
N 1.20 0.51 2.40
C 1.22 0.90 3.71
C 0.31 2.00 3.98
C 1.04 2.95 4.90
C 2.17 2.55 5.58
C 2.88 1.34 5.37
C 2.40 0.56 4.27
N 3.03 -0.22 3.29
H 3.33 -0.13 0.31
H 3.20 -1.74 1.01
H 0.81 -1.61 0.53
H 2.10 -2.49 -1.33
H 2.41 -0.82 -1.80
H -3.27 0.40 -2.03
H -4.76 -0.50 -3.79
H -4.01 -2.28 -5.30
H -1.74 -3.25 -5.11
H 0.63 -2.97 -3.46
H -0.60 1.68 4.52
H 0.60 3.91 5.12
H 2.57 3.23 6.32
H 3.77 1.10 5.92
H 3.91 -0.69 3.39
C -4.57 8.20 -0.92
C -3.70 7.09 -0.40
O -3.36 6.13 -1.04
S -3.25 7.32 1.32
C -2.36 5.83 1.63
C -2.80 4.96 2.62
C -2.08 3.82 2.93
C -0.93 3.50 2.20
C -0.49 4.37 1.20
C -1.19 5.53 0.92
C -0.13 2.32 2.54
C 0.30 1.39 1.65
H -4.56 8.19 -2.00
H -4.24 9.16 -0.54
H -5.59 8.04 -0.57
H -3.70 5.20 3.17
H -2.43 3.16 3.71
H 0.43 4.16 0.68
H -0.83 6.22 0.17
C -2.27 3.87 -3.09
C -3.46 3.29 -2.32
C -2.82 2.86 -1.02
O -1.48 2.42 -1.41
C -1.19 2.86 -2.78
H -2.02 4.85 -2.69
H -2.45 3.96 -4.16
H -3.89 2.44 -2.85
H -4.24 4.03 -2.15
H -3.31 2.03 -0.52
H -2.70 3.69 -0.33
H -1.24 1.99 -3.43
H -0.18 3.27 -2.79
```

Calculated values
**Net charge**: +2
**Kohn-Sham gap (spin up / spin down)**: 7.485 / 6.147 eV
**⟨S²⟩**: 6.04
**LUMO level (spin up / spin down)**: -5.12 / -7.16 eV
**HOMO level (spin up / spin down)**: -12.61 / -13.30 eV
**2S+1**: 5
**DFT total energy**: -2093.5957 a.u.
**Maximum force**: 0.0030 hartree/bohr

Record 2
Entry from the Open Molecules 2025 dataset: C30H30N7O4V as an isolated structure (ωB97M-V with the def2-TZVPD basis set).

```
72
C30H30N7O4V (ωB97M-V with the def2-TZVPD basis set)
V -0.68 0.07 -0.77
O 0.35 0.08 -2.33
C 1.00 -0.91 -2.96
C 2.19 -0.65 -3.64
C 2.88 -1.70 -4.24
C 2.39 -3.00 -4.21
C 1.17 -3.24 -3.60
C 0.47 -2.21 -2.98
C -0.87 -2.45 -2.48
N -1.53 -1.64 -1.76
C -2.95 -1.93 -1.53
C -3.73 -0.77 -2.14
N -3.25 0.42 -1.46
C -4.08 1.10 -0.79
C -3.67 2.15 0.14
C -4.60 3.10 0.56
C -4.29 4.03 1.53
C -3.03 3.99 2.13
C -2.09 3.04 1.74
C -2.40 2.13 0.73
O -1.50 1.21 0.36
H 2.57 0.36 -3.70
H 3.82 -1.49 -4.74
H 2.95 -3.81 -4.67
H 0.75 -4.24 -3.61
H -1.34 -3.39 -2.81
H -3.13 -1.96 -0.45
H -3.23 -2.88 -1.97
H -4.81 -0.93 -2.02
H -3.50 -0.70 -3.20
H -5.16 0.90 -0.84
H -5.59 3.09 0.12
H -5.01 4.77 1.84
H -2.78 4.69 2.91
H -1.13 2.98 2.23
O 1.77 -1.97 0.03
C 0.83 -2.06 0.80
N -0.32 -1.30 0.76
C -1.18 -1.72 1.75
O -2.31 -1.31 1.95
C -0.50 -2.80 2.54
C -0.92 -3.53 3.64
C -0.05 -4.51 4.11
C 1.17 -4.76 3.49
C 1.58 -4.02 2.38
C 0.72 -3.04 1.94
H -1.87 -3.34 4.10
H -0.34 -5.11 4.97
H 1.82 -5.54 3.88
H 2.53 -4.20 1.89
C 1.41 1.17 1.44
N 1.20 1.34 -0.02
C 2.48 1.03 -0.69
N 3.58 1.88 -0.22
C 3.71 1.70 1.23
N 2.47 2.04 1.94
C 2.14 3.43 1.62
N 1.97 3.65 0.18
C 0.91 2.76 -0.29
C 3.22 3.27 -0.48
H 1.69 0.14 1.63
H 0.48 1.38 1.96
H 2.34 1.19 -1.76
H 2.72 -0.02 -0.52
H 4.52 2.34 1.59
H 3.96 0.66 1.44
H 2.93 4.08 2.00
H 1.21 3.69 2.13
H 0.79 2.88 -1.37
H -0.02 3.04 0.20
H 4.03 3.91 -0.11
H 3.11 3.42 -1.55
```

Calculated values
**Net charge**: 0
**Kohn-Sham gap (spin up / spin down)**: 7.725 / 7.726 eV
**LUMO level (spin up / spin down)**: 0.25 / 0.25 eV
**HOMO level (spin up / spin down)**: -7.48 / -7.48 eV
**DFT total energy**: -2789.5465 a.u.
**Maximum force**: 0.0164 hartree/bohr

Record 3
Entry from the Open Molecules 2025 dataset: C30H30N7ReSSe as an isolated structure (ωB97M-V with the def2-TZVPD basis set).

```
70
C30H30N7ReSSe (ωB97M-V with the def2-TZVPD basis set)
Re 0.23 -0.39 0.77
C -0.18 -2.02 3.43
C 0.31 -3.02 2.41
N 1.20 -2.32 1.44
C 2.62 -2.17 1.89
C 2.84 -1.03 2.86
S 1.99 0.50 2.33
C 0.89 0.86 3.76
C -0.56 0.41 3.60
N -0.70 -0.80 2.73
H 0.61 -1.72 4.11
H -0.98 -2.45 4.04
H -0.53 -3.43 1.84
H 0.82 -3.85 2.89
H 1.26 -2.93 0.62
H 3.22 -2.01 1.00
H 2.96 -3.11 2.34
H 3.91 -0.80 2.90
H 2.54 -1.26 3.88
H 0.93 1.94 3.89
H 1.38 0.41 4.63
H -1.14 1.20 3.14
H -0.99 0.20 4.58
H -1.69 -0.95 2.60
Se -2.36 -3.18 -5.94
N -3.17 -2.66 -4.46
C -2.24 -2.30 -3.61
C -2.51 -1.81 -2.27
C -3.80 -1.63 -1.75
C -3.93 -1.10 -0.48
C -2.80 -0.79 0.25
N -1.56 -0.98 -0.22
C -1.43 -1.47 -1.47
C -0.07 -1.56 -1.95
N 0.89 -1.13 -1.09
C 2.16 -1.14 -1.50
C 2.53 -1.58 -2.76
C 1.56 -2.02 -3.64
C 0.23 -2.01 -3.24
C -0.89 -2.40 -4.09
N -0.74 -2.85 -5.31
H -4.66 -1.89 -2.35
H -4.91 -0.92 -0.05
H -2.89 -0.33 1.23
H 2.90 -0.75 -0.81
H 3.58 -1.56 -3.05
H 1.81 -2.37 -4.64
C 1.20 4.97 1.97
C -0.07 4.44 2.16
C -0.42 3.24 1.56
C 0.51 2.58 0.76
C 1.77 3.12 0.54
C 2.12 4.31 1.16
N 0.10 1.36 0.09
C -0.32 1.64 -1.28
C 0.59 1.58 -2.32
C 0.18 1.87 -3.61
C -1.14 2.23 -3.86
C -2.04 2.33 -2.81
C -1.63 2.03 -1.51
H 1.47 5.90 2.44
H -0.79 4.97 2.77
H -1.43 2.85 1.65
H 2.48 2.61 -0.11
H 3.10 4.73 0.99
H 1.63 1.33 -2.13
H 0.89 1.84 -4.42
H -1.46 2.48 -4.86
H -3.06 2.65 -2.99
H -2.32 2.14 -0.68
```

Calculated values
**Net charge**: +3
**Kohn-Sham gap (spin up / spin down)**: 7.048 / 6.108 eV
**⟨S²⟩**: 0.77
**LUMO level (spin up / spin down)**: -9.68 / -10.66 eV
**HOMO level (spin up / spin down)**: -16.73 / -16.77 eV
**2S+1**: 2
**DFT total energy**: -4421.5304 a.u.
**Maximum force**: 0.0103 hartree/bohr

Record 4
Entry from the Open Molecules 2025 dataset: a 2-piece molecular cluster, C30H30NO5S overall at a distorted geometry (ωB97M-V with the def2-TZVPD basis set).

```
67
C30H30NO5S (ωB97M-V with the def2-TZVPD basis set)
C -4.68 1.22 3.69
O -3.69 0.22 4.02
C -3.03 -0.44 3.04
C -1.76 -0.93 3.27
C -1.08 -1.73 2.30
C 0.29 -1.97 2.46
C 1.04 -2.85 1.62
C 0.88 -2.89 0.20
C 1.60 -3.75 -0.60
C 2.58 -4.59 -0.03
N 3.32 -5.46 -0.83
C 4.67 -5.10 -1.23
C 2.66 -6.39 -1.75
C 2.78 -4.57 1.38
C 2.01 -3.74 2.18
C -1.86 -2.27 1.22
C -3.11 -1.76 0.92
O -3.84 -2.23 -0.13
C -4.37 -1.27 -1.09
C -3.67 -0.68 1.74
O -4.69 -0.04 1.39
H -4.95 1.63 4.67
H -4.26 2.00 3.05
H -5.55 0.75 3.20
H -1.24 -0.74 4.21
H 0.80 -1.52 3.33
H 0.13 -2.26 -0.28
H 1.43 -3.80 -1.68
H 5.06 -4.33 -0.55
H 5.32 -6.00 -1.18
H 4.69 -4.72 -2.27
H 1.65 -6.62 -1.37
H 2.58 -5.97 -2.77
H 3.25 -7.32 -1.80
H 3.50 -5.27 1.81
H 2.08 -3.80 3.27
H -1.46 -3.08 0.61
H -4.84 -1.88 -1.86
H -5.09 -0.62 -0.58
H -3.54 -0.68 -1.50
C 2.97 4.09 -5.21
C 1.81 4.85 -5.02
C 0.92 4.51 -3.99
C 1.17 3.41 -3.17
S -0.04 2.91 -1.90
C 0.64 3.31 -0.33
C -0.17 3.80 0.74
C 0.41 4.77 1.61
C -0.22 5.20 2.77
C -1.50 4.71 3.10
C -2.18 3.90 2.17
C -1.55 3.46 1.01
O -1.19 3.77 -2.11
O -0.16 1.47 -2.12
C 2.34 2.66 -3.35
C 3.24 3.00 -4.38
H 3.65 4.34 -6.02
H 1.59 5.69 -5.67
H 0.01 5.10 -3.84
H 1.70 3.59 -0.41
H 1.35 5.21 1.28
H 0.26 5.94 3.41
H -1.98 5.00 4.03
H -3.23 3.67 2.34
H -2.12 2.92 0.25
H 2.55 1.80 -2.71
H 4.12 2.39 -4.53
```

Calculated values
**Net charge**: -1
**Kohn-Sham gap**: 3.869 eV
**LUMO level**: 1.07 eV
**HOMO level**: -2.79 eV
**DFT total energy**: -1990.2110 a.u.
**Maximum force**: 0.0580 hartree/bohr

Record 5
Entry from the Open Molecules 2025 dataset: one molecule with the formula C30H31BrClN3O4 (ωB97M-V with the def2-TZVPD basis set).

```
70
C30H31BrClN3O4 (ωB97M-V with the def2-TZVPD basis set)
C 0.66 3.06 -5.05
C 1.00 2.18 -3.85
C 2.38 2.54 -3.32
C -0.10 2.34 -2.78
C -0.20 1.18 -1.78
C -0.48 -0.12 -2.54
O -1.35 -0.32 -3.34
N 0.55 -0.96 -2.20
C 0.66 -2.30 -2.65
C -0.48 -3.09 -2.71
C -0.38 -4.39 -3.16
C 0.85 -4.91 -3.54
C 1.97 -4.11 -3.46
Br 3.66 -4.81 -3.97
C 1.90 -2.80 -3.02
C 1.46 -0.38 -1.29
O 2.44 -0.91 -0.85
N 1.02 0.89 -1.07
C 1.17 1.74 0.11
C 1.89 1.09 1.26
C 2.90 1.78 1.90
C 3.56 1.23 2.99
C 3.21 -0.03 3.42
Cl 4.02 -0.73 4.77
C 2.20 -0.75 2.79
C 1.55 -0.18 1.71
C -0.31 2.16 0.45
C -0.83 1.55 1.74
O -0.58 1.93 2.86
N -1.64 0.49 1.41
C -2.36 -0.35 2.37
C -1.41 -1.09 3.31
C -2.20 -1.95 4.28
C -3.18 -1.11 5.08
C -4.13 -0.37 4.14
C -3.34 0.51 3.17
C -1.77 0.30 0.05
O -2.26 -0.66 -0.47
C -1.17 1.52 -0.64
H 1.43 2.97 -5.81
H -0.29 2.77 -5.48
H 0.60 4.10 -4.75
H 1.01 1.13 -4.18
H 2.69 1.88 -2.51
H 3.12 2.46 -4.11
H 2.39 3.57 -2.96
H 0.06 3.28 -2.24
H -1.06 2.39 -3.28
H -1.43 -2.68 -2.41
H -1.26 -5.01 -3.22
H 0.94 -5.93 -3.89
H 2.78 -2.19 -2.95
H 1.72 2.64 -0.19
H 3.18 2.77 1.56
H 4.35 1.78 3.49
H 1.94 -1.73 3.13
H 0.77 -0.74 1.22
H -0.38 3.24 0.51
H -2.91 -1.07 1.76
H -0.80 -0.36 3.86
H -0.73 -1.72 2.72
H -1.51 -2.47 4.95
H -2.75 -2.72 3.72
H -3.75 -1.74 5.76
H -2.63 -0.38 5.68
H -4.82 0.25 4.71
H -4.72 -1.09 3.57
H -2.78 1.26 3.74
H -4.02 1.03 2.49
H -2.00 2.15 -0.98
```

Calculated values
**Net charge**: 0
**Kohn-Sham gap**: 9.378 eV
**LUMO level**: 0.39 eV
**HOMO level**: -8.99 eV
**SMILES**: CC(C)C[C@@]12C(=O)N(c3cccc(Br)c3)C(=O)N1[C@H](c1ccc(Cl)cc1)[C@@H]1C(=O)N(C3CCCCC3)C(=O)[C@@H]12
**DFT total energy**: -4661.3678 a.u.
**Maximum force**: 0.0106 hartree/bohr

Record 6
Entry from the Open Molecules 2025 dataset: C30H31Cl2EuN8OS as an isolated structure at a distorted geometry (ωB97M-V with the def2-TZVPD basis set).

```
74
C30H31Cl2EuN8OS (ωB97M-V with the def2-TZVPD basis set)
Eu -0.02 -0.82 -0.67
C 1.00 1.34 2.07
N -0.17 1.27 1.18
C -0.60 2.55 0.62
C -1.56 2.26 -0.49
N -1.68 1.06 -1.01
C -2.66 1.17 -2.00
C -3.21 0.20 -2.83
C -4.17 0.62 -3.73
C -4.58 1.96 -3.80
C -4.05 2.93 -2.98
C -3.08 2.50 -2.07
N -2.36 3.16 -1.08
C 1.49 -0.06 2.27
N 1.49 -0.96 1.31
C 2.04 -2.12 1.89
C 2.32 -3.37 1.33
C 2.89 -4.32 2.16
C 3.18 -4.04 3.51
C 2.93 -2.81 4.06
C 2.36 -1.86 3.22
N 1.99 -0.54 3.43
H 0.78 1.82 3.03
H 1.77 1.92 1.58
H -0.95 0.87 1.70
H 0.28 3.08 0.23
H -1.06 3.21 1.36
H -2.90 -0.83 -2.77
H -4.64 -0.11 -4.39
H -5.34 2.24 -4.52
H -4.38 3.96 -3.03
H -2.43 4.14 -0.85
H 2.13 -3.59 0.29
H 3.13 -5.29 1.76
H 3.63 -4.82 4.12
H 3.17 -2.59 5.09
H 2.11 -0.01 4.28
Cl 1.03 -5.70 -1.50
C -0.37 -5.18 -0.66
C -1.25 -6.09 -0.12
C -2.38 -5.65 0.57
Cl -3.44 -6.81 1.23
C -2.67 -4.26 0.73
C -3.79 -3.75 1.39
C -3.98 -2.37 1.46
C -3.05 -1.53 0.88
N -1.94 -1.99 0.25
C -1.75 -3.34 0.17
C -0.59 -3.77 -0.52
O 0.22 -2.88 -1.02
H -1.06 -7.15 -0.22
H -4.51 -4.43 1.83
H -4.84 -1.95 1.95
H -3.19 -0.46 0.90
C -0.37 1.65 -5.39
N -0.36 0.20 -5.63
C -0.17 -0.19 -7.03
C -0.12 -0.67 -4.63
S 0.73 -0.13 -3.24
N -0.52 -1.93 -4.84
C 0.05 -3.08 -4.14
C -1.68 -2.23 -5.68
H -0.94 2.12 -6.19
H 0.64 2.05 -5.40
H -0.83 1.86 -4.43
H 0.63 0.43 -7.46
H -1.07 -0.03 -7.61
H 0.14 -1.23 -7.10
H 0.96 -2.80 -3.64
H 0.25 -3.86 -4.87
H -0.65 -3.48 -3.41
H -2.22 -1.32 -5.91
H -2.34 -2.91 -5.12
H -1.39 -2.73 -6.60
```

Calculated values
**Net charge**: +2
**Kohn-Sham gap (spin up / spin down)**: 4.772 / 4.321 eV
**⟨S²⟩**: 12.02
**LUMO level (spin up / spin down)**: -5.37 / -8.09 eV
**HOMO level (spin up / spin down)**: -10.15 / -12.41 eV
**2S+1**: 7
**DFT total energy**: -3703.4989 a.u.
**Maximum force**: 0.0649 hartree/bohr

Record 7
Entry from the Open Molecules 2025 dataset: C30H31Cl2N10O2SSeZr as an isolated structure (ωB97M-V with the def2-TZVPD basis set).

```
78
C30H31Cl2N10O2SSeZr (ωB97M-V with the def2-TZVPD basis set)
Zr 0.40 0.14 -0.09
Cl -0.71 4.38 -5.49
C 0.05 3.62 -4.14
C -0.75 2.90 -3.25
C -0.15 2.28 -2.17
N -0.79 1.62 -1.12
C -2.13 1.43 -0.99
O -2.99 1.36 -1.85
C -2.46 1.33 0.48
C -3.69 1.73 0.96
C -3.88 1.78 2.34
C -2.84 1.41 3.17
C -1.66 0.96 2.60
N -1.47 0.92 1.28
C 1.25 2.36 -1.97
C 2.03 3.09 -2.86
C 1.42 3.71 -3.94
Cl 2.42 4.59 -5.04
N 1.67 1.69 -0.81
C 2.90 1.90 -0.24
O 3.84 2.50 -0.70
C 2.96 1.36 1.17
C 4.08 1.62 1.94
C 4.09 1.21 3.26
C 2.98 0.55 3.76
C 1.91 0.30 2.92
N 1.89 0.69 1.64
H -1.81 2.84 -3.41
H -4.46 2.03 0.26
H -4.82 2.12 2.75
H -2.94 1.45 4.24
H -0.84 0.62 3.22
H 3.09 3.17 -2.72
H 4.90 2.15 1.48
H 4.95 1.40 3.89
H 2.93 0.21 4.79
H 1.06 -0.26 3.27
N -0.36 -3.78 -1.47
C 0.12 -3.93 -2.86
C -0.32 -2.80 -3.78
C 0.56 -1.55 -3.79
N 0.23 -0.48 -2.81
H 0.42 -3.78 -0.82
H -0.96 -4.55 -1.23
H -0.23 -4.88 -3.27
H 1.21 -3.97 -2.86
H -1.37 -2.53 -3.59
H -0.32 -3.19 -4.80
H 0.52 -1.11 -4.79
H 1.60 -1.84 -3.61
H -0.60 0.01 -3.14
H 0.96 0.21 -2.93
C -4.56 -1.66 -0.94
C -3.69 -1.93 0.23
N -4.07 -2.34 1.40
N -2.92 -2.43 2.12
C -1.83 -2.07 1.43
S -0.19 -1.98 1.84
N -2.33 -1.76 0.22
N -1.45 -1.35 -0.79
H -5.59 -1.87 -0.67
H -4.28 -2.29 -1.79
H -4.47 -0.61 -1.25
H -2.94 -2.75 3.08
H -0.99 -2.26 -1.15
H -2.02 -0.96 -1.55
Se 2.24 -1.59 -0.89
C 3.59 -1.90 0.44
C 4.92 -1.71 0.06
C 5.94 -1.92 0.97
C 5.66 -2.33 2.27
C 4.34 -2.53 2.65
C 3.31 -2.32 1.74
H 5.14 -1.38 -0.94
H 6.97 -1.77 0.66
H 6.46 -2.49 2.97
H 4.11 -2.86 3.65
H 2.29 -2.51 2.04
```

Calculated values
**Net charge**: +1
**Kohn-Sham gap**: 6.606 eV
**LUMO level**: -3.40 eV
**HOMO level**: -10.01 eV
**DFT total energy**: -5626.9267 a.u.
**Maximum force**: 0.0153 hartree/bohr

- The lowest net charge belongs to which entry?
  C30H30NO5S